Record 1
Computed, not measured: 12 unconnected molecules or ions with the total composition C58H131N5O7, with ωB97M-V/def2-TZVPD.

The calculation puts the energy above the lowest of the compared OMol25 structures with the same formula, charge and spin at 0.0 kJ/mol. The HOMO-LUMO gap comes out at 8.66 eV. The total charge is 0. Its molar mass is 1010.71 g/mol.

CARTESIAN COORDINATES (ANGSTROEM)
C 1.620 -1.123 -6.892
C 0.579 -0.448 -6.015
N 1.014 0.826 -5.492
C 0.001 1.372 -4.570
C -0.036 0.640 -3.260
C 1.386 1.777 -6.526
C 0.258 2.216 -7.458
H 1.774 -0.573 -7.821
H 1.308 -2.134 -7.146
H 2.558 -1.178 -6.340
H -0.416 -0.383 -6.496
H 0.423 -1.118 -5.160
H 0.287 2.408 -4.334
H -0.999 1.418 -5.043
H -0.250 -0.434 -3.298
H 0.942 0.701 -2.784
H -0.775 1.054 -2.573
H 2.185 1.329 -7.112
H 1.783 2.648 -5.999
H -0.215 1.342 -7.919
H 0.597 2.845 -8.279
H -0.524 2.729 -6.898
C 0.047 7.084 -0.789
C -0.017 5.832 0.019
N -1.109 4.951 -0.370
C -1.069 3.699 0.374
C -1.229 3.863 1.875
C -1.110 4.707 -1.786
C -2.318 3.928 -2.245
H 0.704 7.819 -0.319
H -0.954 7.516 -0.864
H 0.459 6.921 -1.786
H 0.965 5.317 -0.016
H -0.169 6.138 1.058
H -1.841 3.030 0.008
H -0.131 3.154 0.133
H -0.348 4.291 2.351
H -2.125 4.430 2.132
H -1.371 2.872 2.328
H -0.183 4.169 -2.084
H -1.143 5.656 -2.312
H -2.341 2.904 -1.871
H -2.357 3.854 -3.337
H -3.234 4.422 -1.911
C 4.210 -0.280 1.089
C 5.658 0.097 1.398
N 6.568 -0.895 0.841
C 6.478 -0.939 -0.606
C 7.369 -1.956 -1.248
C 7.925 -0.706 1.344
C 8.546 0.650 1.094
H 3.910 -0.113 0.054
H 3.528 0.309 1.714
H 4.083 -1.337 1.333
H 5.896 1.110 1.034
H 5.774 0.082 2.483
H 5.445 -1.172 -0.879
H 6.661 0.065 -1.054
H 8.419 -1.667 -1.214
H 7.238 -2.935 -0.791
H 7.117 -2.041 -2.310
H 8.550 -1.487 0.923
H 7.858 -0.887 2.420
H 9.599 0.636 1.403
H 8.098 1.405 1.742
H 8.490 0.941 0.049
C -3.530 0.304 -2.675
C -4.770 -0.400 -3.182
N -5.235 -1.416 -2.257
C -4.326 -2.546 -2.157
C -4.699 -3.481 -1.017
C -6.618 -1.806 -2.528
C -6.897 -2.603 -3.810
H -2.672 -0.371 -2.653
H -3.667 0.570 -1.617
H -3.266 1.240 -3.160
H -5.564 0.359 -3.214
H -4.652 -0.780 -4.210
H -3.322 -2.155 -1.975
H -4.225 -3.102 -3.117
H -4.853 -2.876 -0.120
H -3.886 -4.181 -0.841
H -5.614 -4.032 -1.229
H -7.029 -2.373 -1.685
H -7.174 -0.863 -2.511
H -7.971 -2.784 -3.907
H -6.592 -2.097 -4.729
H -6.392 -3.573 -3.789
C -5.060 -0.118 1.558
C -6.487 -0.417 1.143
N -7.471 0.616 1.453
C -7.375 1.151 2.800
C -8.067 2.478 2.986
C -8.813 0.140 1.174
C -9.031 -0.160 -0.275
H -4.934 0.077 2.621
H -4.660 0.742 1.009
H -4.445 -0.986 1.307
H -6.496 -0.601 0.065
H -6.793 -1.399 1.592
H -7.625 0.419 3.601
H -6.320 1.360 3.004
H -7.699 2.957 3.897
H -7.759 3.143 2.172
H -9.154 2.450 2.994
H -9.515 0.922 1.465
H -9.068 -0.747 1.792
H -8.494 -1.067 -0.558
H -8.715 0.657 -0.919
H -10.077 -0.406 -0.482
C -0.288 -4.469 4.676
C -1.296 -5.314 5.451
C -2.281 -4.314 6.036
O -1.990 -3.063 5.404
C -1.168 -3.296 4.280
H 0.085 -5.010 3.802
H 0.586 -4.140 5.235
H -0.830 -6.010 6.167
H -1.751 -6.081 4.806
H -2.182 -4.163 7.110
H -3.317 -4.605 5.820
H -0.637 -2.382 4.012
H -1.789 -3.539 3.398
C 2.971 3.491 3.973
C 3.606 4.225 2.772
C 5.052 3.877 2.860
O 5.082 2.554 3.331
C 4.071 2.462 4.337
H 2.056 2.993 3.647
H 2.728 4.165 4.791
H 3.427 5.298 2.725
H 3.189 3.826 1.845
H 5.612 4.529 3.547
H 5.544 3.911 1.886
H 4.512 2.710 5.316
H 3.724 1.429 4.362
C 5.797 3.755 -1.946
C 4.436 3.150 -2.286
C 3.611 3.529 -1.053
O 4.233 4.696 -0.498
C 5.350 5.080 -1.302
H 6.487 3.894 -2.779
H 6.298 3.151 -1.178
H 4.456 2.084 -2.499
H 4.024 3.642 -3.177
H 3.699 2.734 -0.307
H 2.570 3.739 -1.288
H 6.100 5.490 -0.629
H 5.049 5.783 -2.092
C -0.801 -1.278 1.363
C 0.434 -0.472 1.737
C 0.662 0.421 0.491
O -0.645 0.699 0.015
C -1.404 -0.483 0.183
H -1.508 -1.342 2.187
H -0.552 -2.295 1.058
H 1.315 -1.059 1.988
H 0.165 0.188 2.568
H 1.249 -0.083 -0.285
H 1.168 1.316 0.858
H -1.340 -1.078 -0.743
H -2.440 -0.212 0.370
C 2.126 -3.084 -3.760
C 1.082 -3.514 -2.703
C 1.612 -2.883 -1.392
O 2.183 -1.660 -1.800
C 2.795 -1.840 -3.095
H 1.659 -2.868 -4.719
H 2.861 -3.872 -3.945
H 0.930 -4.592 -2.631
H 0.107 -3.070 -2.936
H 2.308 -3.503 -0.819
H 0.793 -2.603 -0.730
H 3.881 -1.975 -3.015
H 2.579 -0.933 -3.669
C -1.452 -6.014 -0.743
C -0.641 -7.016 0.088
C 0.563 -6.162 0.535
O 0.115 -4.803 0.541
C -1.235 -4.739 0.072
H -2.517 -6.245 -0.824
H -1.027 -5.878 -1.739
H -0.354 -7.900 -0.482
H -1.218 -7.352 0.951
H 1.436 -6.256 -0.117
H 0.867 -6.427 1.554
H -1.358 -3.838 -0.537
H -1.908 -4.671 0.938
C 1.284 0.080 5.699
C 2.226 0.655 6.765
C 3.363 -0.366 6.719
O 2.719 -1.639 6.551
C 1.599 -1.466 5.708
H 1.436 0.504 4.698
H 0.218 0.257 5.874
H 1.774 0.663 7.757
H 2.586 1.661 6.541
H 3.965 -0.454 7.624
H 4.057 -0.152 5.888
H 0.727 -1.972 6.134
H 1.697 -1.800 4.664


Record 2
Computed, not measured: 13 unconnected molecules or ions with the total composition C58H142O20, with ωB97M-V/def2-TZVPD.

The HOMO-LUMO gap comes out at 10.18 eV. The total charge is 0. Its molar mass is 1159.75 g/mol.

CARTESIAN COORDINATES (ANGSTROEM)
C 3.390 -0.099 0.834
C 4.885 -0.023 0.859
C 5.526 -1.374 1.050
C 6.999 -1.421 0.731
C 7.661 -2.800 0.704
C 9.186 -2.662 0.534
H 3.062 -0.870 0.119
H 2.892 0.864 0.576
H 3.011 -0.352 1.780
H 5.328 0.400 -0.042
H 5.247 0.733 1.591
H 4.870 -1.979 0.390
H 5.443 -1.666 2.066
H 7.123 -1.017 -0.314
H 7.545 -0.700 1.386
H 7.543 -3.247 1.739
H 7.184 -3.517 0.024
H 9.678 -2.347 1.449
H 9.590 -3.634 0.258
H 9.456 -1.894 -0.253
C 1.763 1.331 -3.140
C 3.147 0.744 -2.897
C 3.962 0.861 -4.181
C 5.291 0.091 -4.216
C 6.399 0.648 -3.397
C 7.692 -0.230 -3.509
H 1.171 0.697 -3.737
H 1.902 2.377 -3.514
H 1.213 1.404 -2.145
H 3.688 1.191 -2.074
H 3.093 -0.312 -2.636
H 4.191 1.860 -4.474
H 3.319 0.453 -4.968
H 5.094 -0.903 -3.793
H 5.693 0.065 -5.243
H 6.656 1.689 -3.672
H 6.124 0.785 -2.352
H 8.477 0.005 -2.754
H 7.412 -1.265 -3.307
H 8.053 -0.261 -4.567
C 2.207 -5.385 0.514
C 1.811 -4.471 -0.695
C 2.955 -3.557 -1.156
C 4.222 -4.356 -1.413
C 5.198 -3.576 -2.227
C 6.482 -4.223 -2.614
H 2.598 -4.786 1.316
H 3.050 -6.018 0.258
H 1.390 -6.005 0.826
H 1.482 -5.177 -1.469
H 0.939 -3.925 -0.304
H 3.197 -2.799 -0.389
H 2.651 -2.993 -2.060
H 4.705 -4.699 -0.512
H 3.949 -5.236 -1.994
H 4.679 -3.323 -3.161
H 5.425 -2.611 -1.793
H 6.876 -4.933 -1.859
H 6.433 -4.731 -3.600
H 7.252 -3.466 -2.809
C -2.816 -2.985 0.014
O -2.912 -4.082 0.924
C -1.511 -4.513 1.190
C -1.574 -5.188 2.498
O -1.436 -4.237 3.582
C -1.890 -4.712 4.822
H -2.189 -3.217 -0.791
H -2.411 -2.090 0.490
H -3.813 -2.777 -0.340
H -0.908 -3.570 1.245
H -1.154 -5.180 0.385
H -0.852 -6.022 2.628
H -2.547 -5.674 2.566
H -1.469 -5.686 5.114
H -3.015 -4.637 4.913
H -1.533 -4.049 5.620
C -4.276 1.796 8.996
O -3.685 1.374 7.745
C -2.451 0.578 7.964
C -2.203 -0.170 6.684
O -3.038 -1.237 6.465
C -3.296 -1.649 5.183
H -4.629 0.911 9.556
H -5.126 2.439 8.757
H -3.575 2.425 9.571
H -2.587 -0.211 8.710
H -1.621 1.196 8.206
H -1.154 -0.430 6.516
H -2.502 0.632 5.899
H -3.750 -0.954 4.534
H -4.032 -2.467 5.334
H -2.476 -2.067 4.618
C 2.424 9.326 0.138
O 2.599 8.215 0.992
C 1.417 7.453 0.970
C 1.719 6.192 1.737
O 0.745 5.228 1.323
C 0.973 3.913 1.821
H 3.376 9.830 0.103
H 1.718 10.077 0.497
H 2.231 9.086 -0.902
H 1.111 7.136 -0.060
H 0.574 8.071 1.328
H 1.680 6.252 2.803
H 2.609 5.827 1.308
H 0.147 3.256 1.527
H 1.073 3.855 2.914
H 1.937 3.545 1.370
C 0.474 4.395 -6.487
O 0.358 4.423 -5.103
C -1.001 4.676 -4.710
C -1.040 4.487 -3.245
O -1.191 3.119 -2.940
C -1.278 3.003 -1.571
H 1.441 3.939 -6.645
H 0.357 5.345 -6.991
H -0.306 3.704 -6.908
H -1.701 3.928 -5.153
H -1.353 5.680 -4.976
H -1.873 4.964 -2.792
H -0.131 4.902 -2.810
H -2.006 3.724 -1.141
H -0.314 3.234 -1.077
H -1.591 2.011 -1.304
C 2.968 -7.322 -3.448
O 2.204 -6.114 -3.673
C 2.487 -5.453 -4.885
C 1.293 -4.602 -5.200
O 1.254 -3.518 -4.266
C 0.312 -2.570 -4.569
H 2.397 -8.099 -3.989
H 3.074 -7.509 -2.392
H 3.959 -7.298 -3.944
H 2.522 -6.117 -5.753
H 3.422 -4.934 -4.710
H 0.397 -5.156 -5.034
H 1.320 -4.308 -6.268
H 0.634 -1.962 -5.443
H 0.171 -1.832 -3.804
H -0.631 -3.053 -4.861
C -6.869 1.626 4.727
O -6.337 1.067 3.574
C -6.527 -0.362 3.544
C -6.100 -0.815 2.215
O -6.968 -0.338 1.227
C -6.397 -0.588 -0.107
H -6.220 1.565 5.570
H -7.827 1.229 5.001
H -7.027 2.704 4.517
H -7.531 -0.664 3.750
H -5.825 -0.858 4.245
H -6.096 -1.950 2.268
H -5.027 -0.501 2.057
H -6.176 -1.626 -0.181
H -5.553 0.096 -0.251
H -7.142 -0.284 -0.787
C 0.750 -2.208 3.925
O 1.668 -1.204 3.676
C 1.494 -0.130 4.566
C 2.396 0.948 4.010
O 2.439 1.912 5.049
C 3.295 3.040 4.823
H 1.013 -2.710 4.866
H 0.836 -2.969 3.165
H -0.257 -1.829 4.092
H 1.883 -0.387 5.527
H 0.470 0.258 4.586
H 2.139 1.441 3.043
H 3.403 0.538 3.811
H 3.129 3.793 5.542
H 3.103 3.473 3.811
H 4.317 2.729 4.965
C -2.880 2.339 2.154
O -1.655 1.671 1.923
C -1.829 0.289 1.993
C -0.725 -0.453 1.210
O -0.814 -0.069 -0.144
C 0.027 -0.621 -1.129
H -2.597 3.411 2.230
H -3.353 2.029 3.056
H -3.563 2.085 1.326
H -2.771 0.023 1.533
H -1.874 -0.070 3.056
H -0.758 -1.535 1.391
H 0.245 -0.133 1.663
H 1.044 -0.522 -0.771
H -0.208 -0.059 -2.049
H -0.239 -1.690 -1.253
C -3.527 0.369 -2.017
O -4.274 -0.547 -2.786
C -4.984 0.000 -3.879
C -4.143 0.920 -4.788
O -3.109 0.119 -5.428
C -2.053 0.941 -5.841
H -2.637 0.778 -2.529
H -3.170 -0.196 -1.107
H -4.108 1.153 -1.616
H -5.892 0.478 -3.620
H -5.167 -0.904 -4.472
H -3.697 1.736 -4.189
H -4.837 1.333 -5.590
H -1.233 0.303 -6.209
H -1.671 1.683 -5.164
H -2.286 1.556 -6.699
C -6.186 3.335 -3.079
O -5.253 3.218 -1.969
C -5.554 4.008 -0.822
C -6.319 3.240 0.186
O -7.620 2.912 -0.316
C -8.469 2.639 0.788
H -7.078 2.733 -2.878
H -5.753 3.093 -4.047
H -6.465 4.443 -3.228
H -6.104 4.914 -1.174
H -4.594 4.324 -0.368
H -6.307 3.866 1.140
H -5.824 2.321 0.376
H -8.604 3.476 1.487
H -8.177 1.782 1.416
H -9.392 2.435 0.270


LUMO / eV: 0.591, 0.735